Record 1
This record from the Open Molecules 2025 dataset describes a structure of composition C24H42NP3PbS. The level of theory is ωB97M-V/def2-TZVPD.

- Electronic energy: -2608.04990 a.u.
- F_max: 1.9 eV/A
- E_HOMO (alpha / beta): -0.66503 / -0.66501 hartree
- Total charge: +4

Geometry (Å):
Pb (0.3284, 0.5837, 0.0192)
P (0.8959, 0.6579, 2.7983)
P (2.7221, -0.5242, -0.9958)
P (-0.6031, -2.0388, 0.4795)
H (-1.8292, 1.6984, -2.0231)
C (-2.3005, 1.0685, -1.2579)
C (-2.5024, 1.4908, 0.0057)
H (-2.1879, 2.4835, 0.3473)
C (1.3143, 2.3168, 3.4224)
C (2.2901, -0.3464, 3.4187)
C (-0.5382, 0.2063, 3.8342)
C (2.5249, -0.8246, -2.7840)
C (4.1085, 0.6575, -0.9117)
C (3.3811, -2.0796, -0.3203)
C (-2.3653, -2.1085, 0.9304)
C (0.1916, -3.1369, 1.6967)
C (-0.4942, -2.9676, -1.0765)
H (-2.6331, 0.0848, -1.6020)
H (-3.0062, 0.8722, 0.7514)
H (0.6018, 3.0695, 3.0609)
H (2.3298, 2.6055, 3.1208)
H (1.2475, 2.2553, 4.5166)
H (3.2075, -0.0344, 2.8945)
H (2.1138, -1.4135, 3.2226)
H (2.4308, -0.1944, 4.4950)
H (-1.3923, 0.8448, 3.5604)
H (-0.3119, 0.3637, 4.8951)
H (-0.8210, -0.8447, 3.6776)
H (3.4441, -1.2068, -3.2418)
H (2.2428, 0.1141, -3.2891)
H (1.7149, -1.5518, -2.9470)
H (5.0060, 0.2475, -1.3873)
H (4.3290, 0.8804, 0.1427)
H (3.8299, 1.6007, -1.4088)
H (4.3350, -2.3442, -0.7841)
H (2.6686, -2.8978, -0.4829)
H (3.5328, -1.9685, 0.7611)
H (-2.6710, -3.1605, 0.9544)
H (-2.9733, -1.5587, 0.1994)
H (-2.5134, -1.6600, 1.9226)
H (-0.2482, -4.1387, 1.6126)
H (0.0225, -2.7459, 2.7113)
H (1.2742, -3.1923, 1.5028)
H (-0.9902, -3.9366, -0.9578)
H (0.5586, -3.1246, -1.3471)
H (-0.9891, -2.4049, -1.8787)
C (-5.1598, -3.5431, -2.9510)
C (-5.2234, -4.0629, -4.2571)
C (-6.3113, -3.7575, -5.0737)
C (-7.3482, -2.9506, -4.5947)
C (-7.3048, -2.4605, -3.2829)
C (-6.2226, -2.7616, -2.4620)
S (-3.7981, -3.8341, -1.9014)
H (-2.9961, -4.4867, -2.8032)
H (-4.4059, -4.6927, -4.5983)
H (-6.3445, -4.1533, -6.0881)
H (-8.1914, -2.7074, -5.2435)
H (-8.1134, -1.8433, -2.8998)
H (-6.1725, -2.3984, -1.4366)
N (1.2171, 3.0668, -0.1864)
C (1.9541, 3.8852, 0.2142)
C (2.8870, 4.8253, 0.7491)
C (4.0987, 5.1269, 0.0964)
C (4.9472, 6.1044, 0.6189)
C (4.6390, 6.7431, 1.8240)
C (3.4883, 6.3647, 2.5301)
C (2.6149, 5.4203, 1.9903)
H (4.3432, 4.5796, -0.8127)
H (5.8557, 6.3616, 0.0688)
H (5.2923, 7.5291, 2.2115)
H (3.2659, 6.8178, 3.5032)
H (1.7120, 5.1301, 2.5265)

Record 2
This record from the Open Molecules 2025 dataset describes a structure of composition C29H37Cl5CsN5O4S4. The level of theory is ωB97M-V/def2-TZVPD.

- Electronic energy: -5615.69287 a.u.
- F_max: 0.9 eV/A
- E_HOMO: -0.28127 hartree

Geometry (Å):
Cs (-0.3671, -0.8129, 1.2497)
N (-0.3457, 0.0025, -3.2402)
N (0.8606, 0.5207, -2.7505)
C (1.1150, 1.8367, -2.6312)
N (2.3917, 2.1489, -2.3130)
S (-0.0439, 3.0204, -2.8949)
H (-0.6228, 0.5855, -4.0267)
H (-1.0560, 0.1224, -2.5177)
H (1.6226, -0.1376, -2.7050)
H (3.0049, 1.4508, -1.9174)
H (2.5760, 3.1137, -2.1051)
Cl (3.0181, -0.0581, 0.0235)
C (3.1536, -1.8335, 0.0787)
C (2.2191, -2.5016, 0.8388)
C (2.4298, -3.8695, 0.8800)
Cl (1.3522, -4.8337, 1.8993)
C (3.4468, -4.5430, 0.2061)
Cl (3.6263, -6.2594, 0.3043)
C (4.3417, -3.8024, -0.5687)
Cl (5.6151, -4.5872, -1.4257)
C (4.2027, -2.4183, -0.6252)
Cl (5.3091, -1.4776, -1.5720)
O (-0.0166, 1.8158, 1.7459)
S (-0.7627, 2.6267, 2.6740)
C (-1.0783, 4.1307, 1.7745)
C (-0.6210, 4.2531, 0.4706)
C (-0.9125, 5.4107, -0.2394)
C (-1.6421, 6.4253, 0.3593)
C (-2.0932, 6.2939, 1.6686)
C (-1.8131, 5.1436, 2.3849)
C (0.1819, 3.1843, 4.0481)
C (-0.4216, 3.4524, 5.2674)
C (0.3623, 3.9620, 6.2881)
C (1.7191, 4.1852, 6.0839)
C (2.3031, 3.9005, 4.8595)
C (1.5312, 3.3982, 3.8210)
H (-0.0766, 3.4460, -0.0005)
H (-0.5736, 5.4986, -1.2633)
H (-1.8674, 7.3261, -0.1969)
H (-2.6656, 7.0887, 2.1279)
H (-2.1607, 5.0313, 3.4039)
H (-1.4712, 3.2403, 5.4154)
H (-0.0856, 4.1722, 7.2499)
H (2.3258, 4.5766, 6.8895)
H (3.3613, 4.0647, 4.7089)
H (1.9711, 3.1647, 2.8602)
C (-3.1948, -2.3946, -2.6218)
N (-1.9752, -2.9395, -2.0883)
C (-0.9193, -3.4148, -2.9758)
C (0.1579, -3.8449, -1.9802)
N (-0.6507, -4.1003, -0.7949)
C (-1.8203, -3.4268, -0.8421)
S (-2.8641, -3.2461, 0.4634)
H (-2.9714, -1.5180, -3.2287)
H (-3.8357, -2.1040, -1.7956)
H (-3.7154, -3.1380, -3.2357)
H (-0.5915, -2.6127, -3.6347)
H (-1.2833, -4.2598, -3.5718)
H (0.8794, -3.0422, -1.7920)
H (0.6984, -4.7358, -2.2936)
H (-0.2428, -4.3374, 0.0983)
C (-6.4618, -0.0766, 2.0222)
C (-5.1583, 0.6405, 1.6860)
C (-4.5984, 0.1582, 0.3531)
S (-3.0241, 0.9682, 0.0013)
O (-2.3274, 0.1779, -1.0725)
C (-3.6324, 2.5002, -0.7816)
C (-3.8006, 2.3963, -2.2913)
C (-4.8990, 1.4551, -2.7716)
H (-6.8534, 0.2548, 2.9837)
H (-6.3047, -1.1550, 2.0729)
H (-7.2222, 0.1160, 1.2631)
H (-4.4193, 0.4632, 2.4714)
H (-5.3286, 1.7213, 1.6571)
H (-5.2927, 0.3231, -0.4698)
H (-4.3357, -0.9027, 0.3978)
H (-2.8817, 3.2548, -0.5433)
H (-4.5600, 2.7681, -0.2693)
H (-2.8416, 2.1069, -2.7232)
H (-4.0054, 3.4088, -2.6505)
H (-4.6602, 0.4184, -2.5350)
H (-5.0091, 1.5295, -3.8540)
H (-5.8658, 1.7019, -2.3247)
O (-1.4663, 1.1740, 3.7030)
O (-2.2085, 2.3501, 3.1204)

Record 3
This record from the Open Molecules 2025 dataset describes a structure of composition C32H48Br12NO6S. The level of theory is ωB97M-V/def2-TZVPD.

- Electronic energy: -33039.73153 a.u.
- F_max: 7.0 eV/A
- E_HOMO: -0.38260 hartree
- Total charge: +1

Geometry (Å):
C (2.2719, 7.6888, -4.0658)
C (1.2644, 7.2686, -5.0034)
C (0.2759, 6.0306, -4.7751)
O (-0.8878, 6.2811, -4.4040)
O (0.7858, 4.7203, -5.0557)
C (0.9774, 3.9919, -3.7945)
C (0.8322, 2.4077, -3.9552)
C (-0.5801, 1.9275, -4.5394)
C (-1.8586, 2.3225, -3.6468)
C (-1.6082, 2.2751, -2.0557)
C (-1.3430, 0.7554, -1.6297)
C (-0.7406, 0.5590, -0.1501)
C (-0.7844, -1.0722, -0.0097)
C (0.6536, -1.7330, 0.2668)
C (0.6506, -3.3342, 0.3804)
C (2.0133, -3.7256, 1.1974)
S (3.0557, -4.9912, 0.3219)
O (2.6461, -6.3644, 0.7639)
O (4.4950, -4.7670, 0.7696)
O (3.0526, -4.7658, -1.3379)
N (0.6759, 1.1110, -0.1218)
C (1.2119, 1.3954, 1.2840)
C (-0.1898, 1.2811, 2.1123)
C (-0.2663, 1.9267, 3.5616)
C (0.0186, 3.6180, 3.4155)
C (-1.3198, 4.4988, 2.8643)
O (0.0223, 4.1512, 2.0087)
C (-1.4100, 1.4121, 1.0724)
C (-2.8920, 0.9466, 1.5492)
C (-3.9172, 1.5739, 0.5020)
C (-4.6710, 0.7987, -0.6094)
C (-5.6196, 1.5789, -1.5919)
C (-5.8356, 3.1139, -1.5013)
C (-6.7528, 3.9725, -2.5010)
C (-5.1201, 3.8955, -0.3657)
C (-4.1989, 3.1069, 0.5875)
H (3.2396, 7.1325, -3.8356)
H (2.1291, 8.7000, -3.5317)
H (1.1489, 7.8693, -5.9826)
H (0.2134, 4.4501, -3.0552)
H (2.0114, 4.1980, -3.3225)
H (1.6730, 2.0548, -4.6646)
H (1.0392, 1.8519, -2.9596)
H (-0.7151, 2.4336, -5.5710)
H (-0.5455, 0.7959, -4.7562)
H (-2.1918, 3.3691, -3.9830)
H (-2.7047, 1.5980, -3.9628)
H (-2.5585, 2.7201, -1.5745)
H (-0.7613, 3.0032, -1.8152)
H (-0.5844, 0.2730, -2.3556)
H (-2.3017, 0.1254, -1.7389)
H (-1.1665, -1.5374, -0.9965)
H (-1.4854, -1.4235, 0.8189)
H (1.3866, -1.4433, -0.5734)
H (1.0107, -1.3392, 1.2953)
H (-0.2081, -3.6294, 1.0818)
H (0.6290, -3.8580, -0.6302)
H (2.6928, -2.7982, 1.3266)
H (1.7690, -4.0565, 2.2795)
H (3.5453, -3.9197, -1.5024)
H (0.6264, 2.0888, -0.4937)
H (1.3594, 0.6984, -0.7893)
H (1.6980, 2.4315, 1.2800)
H (2.0024, 0.6024, 1.5073)
H (-0.1784, 0.1455, 2.3602)
H (0.5592, 1.5471, 4.2719)
H (-1.2561, 1.8148, 4.1066)
H (0.7145, 4.1303, 4.2501)
H (-1.7748, 4.5334, 1.8286)
H (-1.9601, 3.5524, 3.1489)
H (-1.3929, 2.4862, 0.6682)
H (-2.9995, -0.1833, 1.6387)
H (-3.0815, 1.4776, 2.5522)
H (-4.5276, -0.3209, -0.7409)
H (-6.1846, 1.0068, -2.4170)
H (-6.7906, 3.4300, -3.5034)
H (-6.1755, 4.9588, -2.6798)
H (-7.7689, 4.2344, -2.0598)
H (-5.2042, 5.0253, -0.2027)
H (-3.6800, 3.6796, 1.4214)
C (3.7790, -5.6330, 4.8918)
Br (5.2397, -4.4996, 4.3157)
Br (4.2628, -6.7179, 6.4238)
Br (2.1641, -4.6080, 5.2113)
H (3.5641, -6.3172, 4.0716)
C (-1.2460, 4.6653, 7.0865)
Br (-2.4980, 3.6911, 5.9692)
Br (0.2530, 3.5561, 7.6212)
Br (-0.6611, 6.3117, 6.2463)
H (-1.7786, 4.9422, 7.9951)
C (3.4314, -9.9193, 0.4108)
Br (5.0480, -10.5600, -0.4479)
Br (1.9951, -11.2184, 0.3044)
Br (3.7605, -9.3563, 2.2365)
H (3.1057, -9.0381, -0.1400)
C (6.6482, -14.5137, -0.0377)
Br (8.2641, -15.1577, -0.8956)
Br (5.2095, -15.8100, -0.1437)
Br (6.9773, -13.9503, 1.7886)
H (6.3241, -13.6325, -0.5892)

- Which of these has the lowest electronic energy?
  C32H48Br12NO6S

- The highest F_max belongs to which entry?
  C32H48Br12NO6S

- What is the formula in the third record?
  C32H48Br12NO6S